Computed, not measured: the ion C4H4O6 with charge -2 at a distorted geometry, with ωB97M-V with the def2-TZVPD basis set.

charge	-2
multiplicity	1
DFT total energy	-606.164578	hartree
SMILES	CC(OO)(C(=O)[O-])C(=O)[O-]
HOMO	-0.40	eV
LUMO	6.726	eV
energy relative to the best compared isomer or geometry (same formula, charge and spin)	70.5	kcal per mole

Each line ends with the natural charge from an NBO analysis.
Element x y z (Å)
C1 1.379 0.210 0.118  -0.69
C2 -0.126 0.193 0.098  0.01
O1 -0.598 -0.395 1.322  -0.32
O2 -0.371 -1.952 1.513  -0.57
C3 -0.597 -0.708 -1.238  0.79
O3 -0.962 -1.878 -0.992  -0.83
O4 -0.466 -0.109 -2.303  -0.77
C4 -0.756 1.731 0.162  0.79
O5 0.135 2.520 0.445  -0.79
O6 -1.954 2.004 -0.032  -0.77
H1 1.682 -0.549 -0.676  0.19
H2 1.679 1.212 -0.297  0.24
H3 1.546 0.024 1.242  0.22
H4 -0.592 -2.303 0.638  0.49

***

Computed, not measured: a cluster of 3 separate species, C4H4O6 in total at a distorted geometry, with ωB97M-V with the def2-TZVPD basis set.

multiplicity	1
DFT total energy	-605.941569	hartree
HOMO (spin up / spin down)	-8.77 / -7.42	eV
LUMO (spin up / spin down)	0.390 / -0.168	eV
energy relative to the best compared isomer or geometry (same formula, charge and spin)	220.2	kcal per mole

Each line ends with the natural charge from an NBO analysis.
Element x y z (Å)
C1 -2.547 -0.993 -0.328  1.06
C2 -0.478 1.943 0.036  0.26
C3 1.182 -0.273 0.352  0.28
C4 2.022 -0.328 -0.553  -0.02
O1 -3.424 -0.521 -0.856  -0.47
O2 -1.675 -1.487 0.283  -0.59
O3 -1.648 1.387 -0.460  -0.31
O4 0.723 -0.428 1.584  -0.64
O5 2.829 -1.351 -0.782  -0.69
O6 -1.395 1.497 0.885  -0.28
H1 -0.305 2.996 -0.171  0.15
H2 1.988 0.406 -1.358  0.21
H3 -0.228 -0.812 1.439  0.53
H4 2.957 -2.036 -0.071  0.49

***

Computed, not measured: a structure of composition C4H4ORb at a distorted geometry, with ωB97M-V with the def2-TZVPD basis set.

charge	-1
multiplicity	1
DFT total energy	-253.989217	hartree
HOMO (spin up / spin down)	-1.42 / -1.42	eV
LUMO (spin up / spin down)	1.585 / 1.585	eV
energy relative to the best compared isomer or geometry (same formula, charge and spin)	0.0	kcal per mole

Each line ends with the Löwdin charge.
Element x y z (Å)
C1 2.810 -2.759 -0.420  -0.16
C2 1.775 -1.974 -0.050  -0.31
C3 0.777 -1.162 -0.102  -0.19
H1 3.778 -2.336 -0.707  -0.01
H2 2.724 -3.850 -0.380  -0.02
C4 0.066 -0.818 -1.458  -0.55
O1 -0.677 0.354 -1.354  -0.63
Rb1 -0.836 1.858 0.902  0.73
H3 -0.576 -1.699 -1.705  0.07
H4 0.790 -0.754 -2.306  0.07

***

Computed, not measured: an isolated molecule of C4H4OS3 at a distorted geometry, with ωB97M-V with the def2-TZVPD basis set.

multiplicity	1
DFT total energy	-1424.476774	hartree
SMILES	S=COCC(=S)C=S
HOMO	-9.07	eV
LUMO	-1.787	eV
energy relative to the best compared isomer or geometry (same formula, charge and spin)	79.9	kcal per mole

Each line ends with the natural charge from an NBO analysis.
Element x y z (Å)
S1 -0.824 1.974 1.404  -0.03
C1 -1.887 0.708 1.098  0.10
O1 -1.559 -0.595 0.474  -0.51
C2 -0.171 -0.942 0.331  -0.17
C3 0.409 0.000 -0.717  -0.23
S2 -0.608 0.617 -1.748  0.18
C4 1.871 -0.026 -1.075  -0.38
S3 3.112 -0.559 -0.252  0.16
H1 -2.872 0.844 1.166  0.17
H2 0.065 -1.988 -0.119  0.25
H3 0.485 -0.837 1.396  0.23
H4 1.979 0.803 -1.956  0.22

***

Computed, not measured: a structure of composition C4H4P2 at a distorted geometry, with ωB97M-V with the def2-TZVPD basis set.

expectation value of S²	2.02
multiplicity	3
DFT total energy	-837.274544	hartree
HOMO (spin up / spin down)	-5.69 / -8.89	eV
LUMO (spin up / spin down)	-0.338 / -3.152	eV
energy relative to the best compared isomer or geometry (same formula, charge and spin)	8.6	kcal per mole

Each line ends with the Mulliken spin population.
Element x y z (Å)
C1 0.366 1.311 0.445  0.48
C2 0.245 -1.201 0.627  0.53
C3 0.575 0.008 -0.252  -0.16
C4 -0.875 -0.059 -0.869  0.05
P1 -1.246 1.493 0.076  0.55
P2 -1.193 -1.706 -0.014  0.53
H1 0.935 1.739 1.296  0.00
H2 0.900 -1.612 1.511  -0.01
H3 1.340 -0.192 -0.942  0.03
H4 -1.048 0.219 -1.877  0.00

***

Computed, not measured: a structure of composition C4H4P2 at a distorted geometry, with ωB97M-V with the def2-TZVPD basis set.

expectation value of S²	2.02
multiplicity	3
DFT total energy	-837.275741	hartree
HOMO (spin up / spin down)	-5.50 / -8.75	eV
LUMO (spin up / spin down)	-0.189 / -2.672	eV
energy relative to the best compared isomer or geometry (same formula, charge and spin)	7.9	kcal per mole

Each line ends with the Mulliken spin population.
Element x y z (Å)
C1 -0.078 0.411 0.584  -0.03
C2 -1.070 -0.367 -0.449  0.20
C3 -0.702 -1.704 -0.429  0.02
C4 1.137 1.391 0.241  0.38
P1 0.841 -1.247 0.515  0.77
P2 2.290 0.340 -0.454  0.60
H1 -0.423 0.844 1.559  0.02
H2 -1.888 0.274 -0.861  0.02
H3 -1.114 -2.439 -1.044  0.01
H4 1.008 2.496 0.337  0.00

***

Computed, not measured: an isolated molecule of C4H4S at a distorted geometry, with ωB97M-V with the def2-TZVPD basis set.

multiplicity	1
DFT total energy	-552.893656	hartree
SMILES	C#CCC=S
HOMO	-8.99	eV
LUMO	-0.370	eV
energy relative to the best compared isomer or geometry (same formula, charge and spin)	61.7	kcal per mole

Each line ends with the natural charge from an NBO analysis.
Element x y z (Å)
C1 -2.255 0.540 1.989  -0.22
C2 -1.351 0.126 1.278  -0.03
C3 -0.296 -0.562 0.561  -0.57
C4 0.630 0.286 -0.238  -0.24
S1 1.396 -0.140 -1.589  0.08
H1 -3.117 0.988 2.507  0.25
H2 -0.855 -1.261 -0.197  0.26
H3 0.367 -1.069 1.328  0.27
H4 0.897 1.235 0.247  0.20

***

Computed, not measured: an isolated molecule of C4H4S2 at a distorted geometry, with ωB97M-V with the def2-TZVPD basis set.

multiplicity	1
DFT total energy	-951.116000	hartree
SMILES	C=CC(=S)C=S
HOMO	-9.04	eV
LUMO	-1.992	eV
energy relative to the best compared isomer or geometry (same formula, charge and spin)	35.5	kcal per mole

Each line ends with the natural charge from an NBO analysis.
Element x y z (Å)
C1 1.312 1.340 0.019  -0.26
C2 0.127 0.684 -0.014  -0.30
C3 -0.021 -0.766 -0.041  -0.22
S1 1.209 -1.816 -0.079  0.11
C4 -1.368 -1.316 0.101  -0.32
S2 -2.695 -0.413 -0.078  0.12
H1 1.290 2.421 -0.049  0.20
H2 2.328 0.931 -0.002  0.21
H3 -0.753 1.314 -0.186  0.24
H4 -1.430 -2.380 0.330  0.23

***

Computed, not measured: a structure of composition C4H5AgLiO at a distorted geometry, with ωB97M-V with the def2-TZVPD basis set.

expectation value of S²	0.75
multiplicity	2
DFT total energy	-384.957160	hartree
HOMO (spin up / spin down)	-5.56 / -7.87	eV
LUMO (spin up / spin down)	-1.957 / -1.959	eV
energy relative to the best compared isomer or geometry (same formula, charge and spin)	37.6	kcal per mole

Each line ends with the Mulliken spin population.
Element x y z (Å)
C1 -2.245 -1.392 -0.422  0.00
C2 -3.269 -2.226 -0.600  0.00
H1 -4.275 -1.894 -0.915  0.00
H2 -3.160 -3.328 -0.593  0.00
O1 1.133 0.107 -0.275  -0.07
C3 1.413 -1.114 0.160  -0.01
C4 0.840 -2.252 -0.332  0.02
Ag1 2.303 2.286 0.400  1.00
Li1 -0.776 -0.004 -0.532  0.07
H3 1.964 -1.173 1.114  0.00
H4 0.351 -2.210 -1.313  0.00
H5 1.023 -3.197 0.183  0.00

***

Computed, not measured: a structure of composition C4H5AgO4 at a distorted geometry, with ωB97M-V with the def2-TZVPD basis set.

expectation value of S²	2.02
multiplicity	3
DFT total energy	-603.132140	hartree
HOMO (spin up / spin down)	-8.93 / -9.30	eV
LUMO (spin up / spin down)	-0.498 / -2.462	eV
energy relative to the best compared isomer or geometry (same formula, charge and spin)	18.1	kcal per mole

Each line ends with the Mulliken spin population.
Element x y z (Å)
O1 0.393 0.178 2.244  0.35
C1 -0.807 -0.143 1.840  -0.01
O2 -1.846 0.353 2.272  0.14
O3 -0.779 -0.885 0.720  0.42
Ag1 1.244 -0.878 0.783  0.31
C2 -1.267 0.059 -1.744  0.18
C3 -0.297 0.933 -2.153  -0.12
O4 1.009 0.912 -1.756  0.16
C4 1.697 -0.230 -1.456  0.53
H1 -2.293 0.429 -1.772  0.00
H2 -1.104 -1.015 -1.871  0.00
H3 -0.525 1.867 -2.667  0.00
H4 2.765 -0.015 -1.328  0.03
H5 1.393 -1.112 -2.037  0.01

***

What did the fourth record say?
Computed, not measured: an isolated molecule of C4H4OS3 at a distorted geometry, with ωB97M-V with the def2-TZVPD basis set.

multiplicity	1
DFT total energy	-1424.476774	hartree
SMILES	S=COCC(=S)C=S
HOMO	-9.07	eV
LUMO	-1.787	eV
energy relative to the best compared isomer or geometry (same formula, charge and spin)	79.9	kcal per mole

Each line ends with the natural charge from an NBO analysis.
Element x y z (Å)
S1 -0.824 1.974 1.404  -0.03
C1 -1.887 0.708 1.098  0.10
O1 -1.559 -0.595 0.474  -0.51
C2 -0.171 -0.942 0.331  -0.17
C3 0.409 0.000 -0.717  -0.23
S2 -0.608 0.617 -1.748  0.18
C4 1.871 -0.026 -1.075  -0.38
S3 3.112 -0.559 -0.252  0.16
H1 -2.872 0.844 1.166  0.17
H2 0.065 -1.988 -0.119  0.25
H3 0.485 -0.837 1.396  0.23
H4 1.979 0.803 -1.956  0.22

***

Question: energy relative to the best compared isomer or geometry (same formula, charge and spin) of number 1 (C4H4O6)?
Answer: 70.5 kcal per mole